(one)
Here is a structure of composition C35H15F15GeN2O6STi from the Open Molecules 2025 dataset. Energies are from ωB97M-V with the def2-TZVPD basis set.

Output
E_LUMO (alpha / beta)	2.07 / 2.07	eV
orbital gap (alpha / beta)	6.95 / 7.96	eV
E_HOMO (alpha / beta)	-4.87 / -5.89	eV
spin multiplicity	2
net charge	-1

Geometry (Å):
Ti1 -0.98 -0.85 1.13
O1 -2.86 2.80 1.74
C1 -2.72 1.58 1.72
O2 -1.60 0.95 1.85
C2 -3.94 0.73 1.36
C3 -3.74 0.29 -0.11
C4 -5.06 -0.13 -0.73
C5 -5.32 -1.47 -0.01
C6 -4.07 -1.61 0.87
O3 -3.05 -0.97 0.05
C7 -4.12 -0.65 2.07
C8 -3.04 -1.02 3.09
O4 -3.19 -0.75 4.26
O5 -2.02 -1.69 2.59
H1 -4.82 1.36 1.47
H2 -3.12 0.96 -0.70
H3 -5.84 0.61 -0.56
H4 -4.95 -0.27 -1.81
H5 -6.23 -1.47 0.59
H6 -5.38 -2.30 -0.72
H7 -3.76 -2.62 1.10
H8 -5.08 -0.69 2.59
O6 -0.45 -0.21 -0.65
C9 -0.82 -0.62 -1.84
C10 -1.02 0.33 -2.87
C11 -1.40 -0.06 -4.13
C12 -1.59 -1.41 -4.43
C13 -1.38 -2.35 -3.44
C14 -0.99 -1.98 -2.15
C15 -0.75 -2.99 -1.13
N1 -0.73 -2.81 0.18
C16 -0.43 -4.02 0.75
C17 -0.26 -4.95 -0.22
N2 -0.47 -4.29 -1.41
H9 -0.87 1.37 -2.63
H10 -1.55 0.69 -4.90
H11 -1.90 -1.72 -5.42
H12 -1.56 -3.40 -3.66
H13 -0.35 -4.12 1.82
H14 -0.01 -5.99 -0.18
H15 -0.32 -4.66 -2.33
F1 3.65 2.30 -1.02
C18 3.39 1.10 -1.55
C19 2.77 0.13 -0.78
C20 2.56 -1.09 -1.38
F2 2.01 -2.11 -0.72
C21 2.90 -1.34 -2.70
F3 2.66 -2.53 -3.26
C22 3.50 -0.34 -3.44
F4 3.83 -0.56 -4.71
C23 3.76 0.89 -2.87
F5 4.35 1.85 -3.59
Ge1 2.23 0.62 1.08
S1 1.24 -0.89 2.25
C24 4.02 0.99 1.87
C25 4.90 -0.07 1.99
F6 4.55 -1.29 1.56
C26 6.17 0.06 2.53
F7 6.99 -0.99 2.63
C27 6.59 1.31 2.95
F8 7.81 1.46 3.47
C28 5.76 2.40 2.82
F9 6.18 3.60 3.22
C29 4.49 2.23 2.28
F10 3.75 3.33 2.15
C30 1.20 2.29 1.00
C31 0.87 2.87 2.21
F11 1.39 2.39 3.34
C32 0.01 3.95 2.31
F12 -0.29 4.49 3.49
C33 -0.56 4.45 1.16
F13 -1.40 5.48 1.23
C34 -0.26 3.89 -0.06
F14 -0.82 4.38 -1.18
C35 0.62 2.83 -0.13
F15 0.87 2.33 -1.35

Results of the Mulliken charge analysis, in e, for atoms 1 through 4: 0.60 -0.73 -0.12 -0.62

(two)
Here is a structure of composition C35H15F15GeN2O6STi from the Open Molecules 2025 dataset. Energies are from ωB97M-V with the def2-TZVPD basis set.

Output
E_LUMO (alpha / beta)	2.09 / 2.07	eV
orbital gap (alpha / beta)	7.30 / 7.79	eV
E_HOMO (alpha / beta)	-5.21 / -5.72	eV
spin multiplicity	2
net charge	-1

Geometry (Å):
Ti1 -0.12 0.31 1.42
O1 2.65 -2.56 2.44
C1 1.93 -1.60 2.62
O2 1.25 -1.04 1.65
C2 1.87 -0.95 4.01
C3 2.90 0.13 4.08
C4 2.73 1.26 5.02
C5 1.32 1.88 4.98
C6 0.32 1.06 4.17
O3 0.51 1.31 2.80
C7 0.48 -0.43 4.46
C8 -0.63 -1.25 3.79
O4 -0.98 -2.31 4.25
O5 -1.14 -0.72 2.70
H1 2.15 -1.77 4.68
H2 3.83 -0.02 3.54
H3 2.92 0.90 6.05
H4 3.49 2.02 4.83
H5 0.93 2.00 5.99
H6 1.35 2.88 4.53
H7 -0.70 1.37 4.43
H8 0.38 -0.60 5.53
O6 0.74 0.51 -0.33
C9 1.69 1.32 -0.76
C10 2.70 0.82 -1.60
C11 3.69 1.65 -2.10
C12 3.71 3.00 -1.78
C13 2.72 3.51 -0.96
C14 1.71 2.69 -0.44
C15 0.65 3.26 0.38
N1 -0.42 2.61 0.82
C16 -1.18 3.52 1.51
C17 -0.58 4.74 1.48
N2 0.58 4.56 0.77
H9 2.68 -0.23 -1.83
H10 4.45 1.23 -2.75
H11 4.48 3.65 -2.18
H12 2.74 4.57 -0.73
H13 -2.12 3.23 1.96
H14 -0.87 5.69 1.88
H15 1.25 5.27 0.54
F1 -0.76 -2.18 -3.97
C18 -0.35 -0.89 -3.94
C19 -0.75 -0.08 -2.89
C20 -0.35 1.24 -2.94
F2 -0.73 2.12 -2.02
C21 0.47 1.72 -3.96
F3 0.86 3.00 -3.98
C22 0.87 0.87 -4.97
F4 1.66 1.32 -5.95
C23 0.45 -0.45 -4.97
F5 0.83 -1.27 -5.96
Ge1 -1.80 -0.90 -1.43
S1 -2.38 0.34 0.24
C24 -3.41 -1.51 -2.41
C25 -4.23 -0.54 -2.96
F6 -3.91 0.75 -2.81
C26 -5.38 -0.84 -3.67
F7 -6.15 0.13 -4.18
C27 -5.72 -2.16 -3.86
F8 -6.83 -2.47 -4.55
C28 -4.93 -3.16 -3.34
F9 -5.26 -4.44 -3.53
C29 -3.78 -2.83 -2.63
F10 -3.04 -3.84 -2.18
C30 -0.87 -2.48 -0.70
C31 -1.53 -3.21 0.28
F11 -2.81 -2.95 0.56
C32 -0.93 -4.26 0.96
F12 -1.60 -4.97 1.86
C33 0.38 -4.60 0.66
F13 0.96 -5.62 1.28
C34 1.06 -3.91 -0.33
F14 2.32 -4.24 -0.63
C35 0.43 -2.87 -0.99
F15 1.13 -2.25 -1.94

Results of the Mulliken charge analysis, in e, for atoms 1 through 4: 0.20 -0.68 0.19 -0.66

Which structure is the least stable? The one labeled (two).

(one)
Here is a cluster of 5 separate species, C10H15N5 in total from the Open Molecules 2025 dataset. Energies are from ωB97M-V with the def2-TZVPD basis set.

Output
E_LUMO	0.36	eV
orbital gap	11.77	eV
E_HOMO	-11.41	eV
structure (SMILES)	CC#N.CC#N.CC#N.CC#N.CC#N

Geometry (Å):
C1 -0.33 -0.39 -4.55
C2 -0.82 0.22 -3.30
N1 -1.22 0.67 -2.33
H1 -1.11 -0.42 -5.30
H2 -0.01 -1.41 -4.35
H3 0.52 0.18 -4.92
C3 1.47 -1.59 -1.16
C4 1.60 -2.38 -2.38
N2 1.68 -2.97 -3.36
H4 0.99 -0.64 -1.42
H5 2.46 -1.39 -0.76
H6 0.85 -2.12 -0.43
C5 -0.80 0.26 1.05
C6 -1.17 -1.12 1.22
N3 -1.44 -2.23 1.27
H7 -0.15 0.40 0.19
H8 -0.38 0.69 1.96
H9 -1.66 0.89 0.80
C7 -2.63 -0.59 5.39
C8 -2.62 0.49 4.40
N4 -2.62 1.33 3.62
H10 -3.51 -1.21 5.24
H11 -2.68 -0.17 6.40
H12 -1.74 -1.21 5.31
C9 3.02 2.29 -0.53
C10 1.66 2.76 -0.25
N5 0.60 3.14 -0.03
H13 3.23 1.41 0.07
H14 3.72 3.07 -0.26
H15 3.11 2.06 -1.58

Results of the Mulliken charge analysis, in e, for atoms 1 through 4: -0.81 0.39 -0.36 0.32

(two)
Here is a cluster of 5 separate species, C10H15N5 in total from the Open Molecules 2025 dataset. Energies are from ωB97M-V with the def2-TZVPD basis set.

Output
E_LUMO	0.27	eV
orbital gap	11.60	eV
E_HOMO	-11.33	eV
structure (SMILES)	CC#N.CC#N.CC#N.CC#N.CC#N

Geometry (Å):
C1 4.49 4.21 -0.59
C2 3.59 3.08 -0.28
N1 2.87 2.24 0.04
H1 4.35 4.35 -1.66
H2 5.51 3.89 -0.35
H3 4.29 5.07 0.04
C3 -3.10 -0.02 2.51
C4 -3.40 0.97 3.49
N2 -3.65 1.83 4.23
H4 -3.30 -0.97 3.01
H5 -2.05 0.04 2.25
H6 -3.76 0.09 1.64
C5 1.09 -3.13 2.95
C6 0.53 -4.44 2.98
N3 0.03 -5.46 3.00
H7 0.47 -2.45 3.53
H8 1.16 -2.78 1.92
H9 2.06 -3.01 3.42
C7 0.27 0.45 -1.55
C8 -0.04 -0.34 -0.34
N4 -0.31 -0.97 0.60
H10 -0.71 0.65 -1.98
H11 0.88 0.03 -2.35
H12 0.58 1.49 -1.40
C9 -2.48 -0.72 -4.12
C10 -1.03 -1.09 -4.28
N5 0.05 -1.37 -4.52
H13 -2.93 -0.47 -5.08
H14 -2.33 0.20 -3.56
H15 -3.13 -1.37 -3.55

Results of the Mulliken charge analysis, in e, for atoms 1 through 4: -0.73 0.29 -0.33 0.24

Which structure is the least stable? The one labeled (two).

(one)
Here is a cluster of 2 separate species, C5H17N2O in total from the Open Molecules 2025 dataset. Energies are from ωB97M-V with the def2-TZVPD basis set.

Output
E_LUMO	-3.00	eV
orbital gap	10.12	eV
E_HOMO	-13.12	eV
net charge	+1

Geometry (Å):
C1 -0.13 0.54 2.41
C2 -0.56 1.41 1.24
C3 -1.26 0.58 0.12
C4 -1.10 1.19 -1.27
C5 0.18 0.76 -2.00
N1 0.19 -0.74 -2.15
N2 0.86 -0.46 2.01
H1 0.31 1.20 3.16
H2 -1.00 0.09 2.86
H3 -1.26 2.16 1.62
H4 0.26 2.05 0.88
H5 -2.31 0.60 0.40
H6 -0.86 -0.43 0.23
H7 -1.95 1.02 -1.93
H8 -0.97 2.27 -1.15
H9 0.18 1.24 -2.98
H10 1.07 1.12 -1.48
H11 0.68 -1.15 -2.94
H12 0.48 -1.18 -1.27
H13 -0.80 -1.01 -2.20
H14 1.60 -0.59 2.69
H15 1.37 -0.13 1.19
H16 1.11 -2.13 0.78
H17 1.44 -3.37 0.01
O1 1.25 -2.43 -0.14

Results of the Mulliken charge analysis, in e, for atoms 1 through 4: -0.80 -0.78 -0.40 -0.87

(two)
Here is a cluster of 2 separate species, C5H17N2O in total from the Open Molecules 2025 dataset. Energies are from ωB97M-V with the def2-TZVPD basis set.

Output
E_LUMO	-2.99	eV
orbital gap	10.01	eV
E_HOMO	-13.00	eV
net charge	+1

Geometry (Å):
C1 2.40 -1.01 0.95
C2 1.20 -0.14 0.58
C3 -0.06 -0.69 1.27
C4 -1.39 -0.04 0.77
C5 -2.12 -0.94 -0.25
N1 -2.73 -0.28 -1.40
N2 0.92 -0.11 -0.92
H1 3.22 -0.80 0.26
H2 2.68 -0.77 1.96
H3 2.11 -2.05 0.83
H4 1.30 0.89 0.89
H5 -0.11 -1.77 1.20
H6 -0.05 -0.44 2.32
H7 -1.97 0.10 1.68
H8 -1.27 0.99 0.43
H9 -2.80 -1.68 0.16
H10 -1.34 -1.62 -0.63
H11 -3.67 0.04 -1.17
H12 -2.33 0.65 -1.49
H13 0.17 -0.70 -1.30
H14 0.65 0.83 -1.15
H15 1.80 -0.35 -1.37
H16 0.61 3.67 -0.84
H17 1.72 3.36 -1.65
O1 1.07 2.86 -1.12

Results of the Mulliken charge analysis, in e, for atoms 1 through 4: -1.37 0.18 -0.95 -0.50

Which structure is the least stable? The one labeled (two).

(one)
Here is a cluster of 2 separate species, C5H17N2O in total from the Open Molecules 2025 dataset. Energies are from ωB97M-V with the def2-TZVPD basis set.

Output
E_LUMO	-2.91	eV
orbital gap	10.23	eV
E_HOMO	-13.14	eV
net charge	+1

Geometry (Å):
N1 -1.46 0.34 0.54
C1 -1.50 -0.06 -0.91
C2 -2.27 1.00 -1.69
C3 -0.04 -0.21 -1.40
N2 0.61 -1.12 -0.42
C4 1.97 -0.61 -0.11
C5 2.92 -1.71 0.40
H1 -1.74 -0.42 1.15
H2 -0.54 0.62 0.89
H3 -2.13 1.09 0.66
H4 -1.82 -1.09 -1.04
H5 -2.69 0.65 -2.63
H6 -1.62 1.86 -1.88
H7 -3.15 1.26 -1.10
H8 -0.10 -0.62 -2.41
H9 0.42 0.77 -1.53
H10 0.68 -2.04 -0.85
H11 2.44 -0.20 -1.00
H12 1.94 0.14 0.68
H13 3.46 -1.29 1.24
H14 3.60 -2.12 -0.34
H15 2.38 -2.52 0.91
H16 0.38 1.65 3.52
H17 -0.32 2.80 2.82
O1 -0.19 1.85 2.76

Results of the Mulliken charge analysis, in e, for atoms 1 through 4: -0.18 0.31 -1.46 -1.13

(two)
Here is a cluster of 2 separate species, C5H17N2O in total from the Open Molecules 2025 dataset. Energies are from ωB97M-V with the def2-TZVPD basis set.

Output
E_LUMO	-3.08	eV
orbital gap	9.85	eV
E_HOMO	-12.93	eV
net charge	+1

Geometry (Å):
N1 -0.53 0.07 -2.14
C1 -1.07 0.54 -0.80
C2 -0.93 2.04 -0.67
C3 -0.31 -0.26 0.31
N2 0.27 -1.50 -0.19
C4 1.75 -1.52 -0.18
C5 -0.27 -2.71 0.37
H1 0.09 -0.74 -1.97
H2 -1.28 -0.32 -2.71
H3 -0.05 0.82 -2.64
H4 -2.10 0.23 -0.82
H5 -0.63 2.37 0.31
H6 -0.16 2.47 -1.31
H7 -1.86 2.55 -0.91
H8 0.48 0.37 0.66
H9 -1.07 -0.36 1.09
H10 2.13 -0.54 -0.45
H11 2.13 -1.89 0.77
H12 2.05 -2.16 -1.00
H13 0.01 -3.60 -0.20
H14 -1.36 -2.74 0.41
H15 0.17 -2.94 1.36
H16 0.87 3.60 2.53
H17 1.60 2.49 3.24
O1 0.73 2.72 2.88

Results of the Mulliken charge analysis, in e, for atoms 1 through 4: -0.26 0.24 -1.30 -0.92

(three)
Here is a cluster of 2 separate species, C5H17N2O in total from the Open Molecules 2025 dataset. Energies are from ωB97M-V with the def2-TZVPD basis set.

Output
E_LUMO	-3.20	eV
orbital gap	9.27	eV
E_HOMO	-12.47	eV
net charge	+1

Geometry (Å):
C1 0.41 -0.86 1.49
C2 -0.81 0.01 1.32
C3 -0.81 0.99 0.15
C4 -0.51 0.40 -1.26
N1 -0.82 -1.05 -1.28
C5 -2.25 -1.25 -1.38
N2 1.77 0.01 1.80
H1 0.78 -1.30 0.58
H2 0.36 -1.48 2.38
H3 -1.58 -0.75 1.25
H4 -1.06 0.61 2.18
H5 -0.06 1.77 0.39
H6 -1.76 1.53 0.17
H7 0.56 0.59 -1.44
H8 -0.98 1.06 -2.02
H9 -0.32 -1.41 -2.08
H10 -2.52 -2.29 -1.58
H11 -2.75 -0.63 -2.16
H12 -2.82 -1.07 -0.48
H13 1.42 0.78 2.36
H14 2.12 0.22 0.85
H15 2.56 -0.45 2.24
H16 3.06 0.82 -1.53
H17 3.26 2.27 -1.04
O1 2.75 1.48 -0.90

Results of the Mulliken charge analysis, in e, for atoms 1 through 4: -0.69 -0.63 -0.47 -0.51

Which structure is the least stable? The one labeled (three).

(one)
Here is the ion C7H13O with charge -1 from the Open Molecules 2025 dataset. Energies are from ωB97M-V with the def2-TZVPD basis set.

Output
E_LUMO	3.34	eV
orbital gap	5.51	eV
E_HOMO	-2.17	eV
net charge	-1
structure (SMILES)	C/C=C(\C)CCC[O-]

Geometry (Å):
C1 1.66 -2.39 -1.05
C2 0.66 -1.23 -0.97
C3 0.13 -0.65 0.11
C4 0.70 -1.12 1.44
C5 -0.96 0.36 0.14
C6 -0.43 1.76 -0.13
C7 -1.64 2.82 -0.01
O1 -1.49 3.97 -0.65
H1 1.77 -2.75 -2.06
H2 2.59 -2.10 -0.56
H3 1.21 -3.18 -0.44
H4 0.36 -0.96 -1.98
H5 0.05 -1.95 1.75
H6 0.76 -0.37 2.23
H7 1.66 -1.63 1.41
H8 -1.74 0.09 -0.57
H9 -1.37 0.37 1.16
H10 0.04 1.82 -1.11
H11 0.32 2.05 0.61
H12 -1.75 2.83 1.11
H13 -2.52 2.26 -0.42

Results of the Mulliken charge analysis, in e, for atoms 1 through 4: -1.28 -0.10 0.61 -1.54

(two)
Here is a cluster of 2 separate species, C7H13O in total from the Open Molecules 2025 dataset. Energies are from ωB97M-V with the def2-TZVPD basis set.

Output
E_LUMO	3.32	eV
orbital gap	5.66	eV
E_HOMO	-2.34	eV
net charge	-1

Geometry (Å):
C1 0.18 2.61 -1.31
O1 -0.42 3.59 -1.99
C2 -0.86 1.62 -0.66
C3 -0.22 0.48 0.06
C4 -1.00 -0.67 0.60
C5 0.75 -2.15 -0.25
C6 0.14 -1.58 0.94
C7 0.65 -1.72 2.18
H1 0.81 2.95 -0.44
H2 0.86 1.97 -1.95
H3 -1.44 1.20 -1.48
H4 -1.56 2.21 -0.07
H5 0.53 0.83 0.78
H6 0.51 -0.21 -0.60
H7 -1.68 -0.39 1.40
H8 -1.51 -1.20 -0.20
H9 1.23 -3.12 -0.25
H10 0.12 -1.98 -1.11
H11 1.22 -0.74 -1.02
H12 0.18 -1.32 3.06
H13 1.50 -2.39 2.29

Results of the Mulliken charge analysis, in e, for atoms 1 through 4: -0.46 -0.87 -0.44 -0.11

(three)
Here is a structure of composition C7H13O from the Open Molecules 2025 dataset. Energies are from ωB97M-V with the def2-TZVPD basis set.

Output
E_LUMO	1.99	eV
orbital gap	4.00	eV
E_HOMO	-2.01	eV
net charge	-1

Geometry (Å):
C1 0.17 -0.51 -3.07
O1 0.93 -1.50 -3.65
C2 0.46 -0.46 -1.56
C3 -0.08 0.73 -0.81
C4 0.52 0.65 0.64
C5 -1.38 0.21 4.00
C6 -0.17 0.58 3.07
C7 -0.45 0.55 1.69
H1 -0.94 -0.51 -3.31
H2 0.53 0.47 -3.54
H3 1.53 -0.58 -1.46
H4 0.15 -1.47 -1.21
H5 -1.17 0.64 -0.64
H6 0.09 1.65 -1.38
H7 1.48 0.85 1.19
H8 2.29 -0.79 -1.39
H9 -1.19 -0.78 4.48
H10 -2.17 0.00 3.25
H11 -1.80 0.90 4.74
H12 0.90 0.37 3.29
H13 -1.49 0.78 1.37

Results of the Mulliken charge analysis, in e, for atoms 1 through 4: -0.47 -0.84 0.34 -0.35

Which structure is the least stable? The one labeled (three).